12
Properties=species:S:1:pos:R:3 method="wB97M-V/def2-TZVPD" lumo_ev=0.17 homo_energy_ev=-8.901 total_charge=0 e_above_lowest_kj_mol=236.0
C -1.08850 0.83835 0.10566
C 0.14728 1.28628 -0.23758
C 1.28155 0.44066 0.00610
C 0.95020 -0.85593 0.04755
O -0.78415 -2.07265 0.90180
C -0.44566 -1.34533 -0.01441
H -1.30418 0.51691 1.11907
H -1.95253 1.17808 -0.44121
H 0.26876 2.22236 -0.77809
H 2.30275 0.79625 0.02842
H 1.62537 -1.68170 0.24937
H -1.00090 -1.32328 -0.98667


61
Properties=species:S:1:pos:R:3 method="wB97M-V/def2-TZVPD" lumo_ev=-2.69 homo_energy_ev=-11.505 total_charge=+1 e_above_lowest_kj_mol=275.8
N 1.45941 -0.33297 -1.31586
C 0.10553 -0.56115 -0.72541
C -0.16295 0.32302 0.48600
N -0.63947 1.66665 0.02895
C 0.42376 2.49121 -0.49172
C -0.72603 2.46356 2.42000
C -1.44342 2.39865 1.06914
C -2.79656 1.73141 1.36956
H 1.82868 0.59847 -1.12357
H 2.12299 -0.99718 -0.88126
H 1.46068 -0.47748 -2.32691
H -0.09994 -1.62282 -0.62702
H -0.57578 -0.29529 -1.51721
H -0.86896 -0.17975 1.13188
H 0.71431 0.49193 1.12529
H 0.50686 2.35777 -1.59089
H 0.04149 3.50358 -0.58500
H 1.42775 2.32968 -0.10130
H 0.20127 3.04639 2.37798
H -1.34856 2.91456 3.17761
H -0.37928 1.46616 2.68146
H -1.73801 3.31733 0.56691
H -2.59995 0.77768 1.87924
H -3.42717 1.38497 0.55748
H -3.38752 2.28663 2.08930
H -0.35714 6.17985 0.93381
H 0.60243 5.29769 0.17632
O -0.31833 5.58497 0.17444
H 3.25894 1.15472 1.20116
H 4.00844 2.40399 1.58064
O 3.50339 2.03160 0.84852
H -1.31587 -5.87941 -1.19763
H -2.19172 -4.52838 -0.80884
O -1.56147 -5.20423 -0.56289
H -2.45952 0.55940 -0.59292
H -2.28095 -0.30438 -1.74449
O -2.99589 -0.02315 -1.15753
H 3.21177 -0.74557 2.27408
H 3.56449 0.27160 3.30705
O 2.79481 -0.05754 2.81976
H -3.48571 -1.75550 -1.54459
H -4.82378 -2.54062 -1.28960
O -3.89174 -2.63040 -1.49592
H 2.45939 -2.47917 1.05678
H 3.81292 -1.99904 0.37557
O 2.87908 -1.79865 0.50371
H -0.34276 -3.84599 -2.34171
H -1.92153 -3.40210 -2.31270
O -1.01435 -3.19660 -2.54090
H 0.32130 0.02198 -5.41276
H 0.20279 -1.20034 -4.60330
O 0.26533 -0.24126 -4.48457
H 4.23439 1.14103 -2.40347
H 3.99950 1.81878 -1.08135
O 3.70535 1.05425 -1.60002
H -1.58350 -2.14616 3.04134
H -1.94485 -1.08338 1.97310
O -2.28799 -1.82530 2.47027
H 1.00261 -4.36987 2.07388
H 0.06434 -3.81023 1.05305
O 0.78668 -3.53564 1.63707


31
Properties=species:S:1:pos:R:3 method="wB97M-V/def2-TZVPD" lumo_ev="3.21 / 3.17" homo_energy_ev="-2.181 / -4.142" total_charge=-1 e_above_lowest_kj_mol=232.9 s_squared=6.1017 spin_multiplicity=5
C -1.95615 2.34966 -1.26797
C -2.66876 1.97381 -0.06201
C -2.74909 0.54006 -0.00205
C -2.04055 0.00711 -1.13853
C -1.54154 1.11929 -1.92657
Mn -0.64736 1.16469 -0.04477
N 0.74950 0.36625 -0.96996
C 0.53813 2.49724 0.37036
C -0.47501 2.68823 1.39919
H -3.26632 -0.04861 0.74634
H -3.14253 2.63381 0.65849
H -1.92789 -1.04200 -1.36220
H -1.01075 1.02842 -2.85809
H -1.79805 3.35122 -1.64997
H -0.99723 3.60485 1.35246
H 1.44514 2.01265 0.77047
H 1.68970 0.64911 -1.30755
H -0.13430 2.49714 2.39568
H 0.50907 3.00258 -0.61787
F 3.39985 -4.41630 -0.49356
C 2.53271 -3.50488 -0.03144
C 1.17006 -3.68772 -0.22549
F 0.71199 -4.77450 -0.89123
C 0.27114 -2.74628 0.25080
F -1.07207 -2.93579 0.06586
C 0.71926 -1.57647 0.92089
S -0.34784 -0.37617 1.53661
C 2.11792 -1.43808 1.11753
F 2.57537 -0.35756 1.80660
C 3.00794 -2.38284 0.63700
F 4.33765 -2.19892 0.82096